1.
The following is a DFT calculation (ωB97M-V/def2-TZVPD) of a molecular structure, C40H72Cl3N12O4 in a non-equilibrium geometry.

Summary:
DFT total energy in Eh: -3903.7234
LUMO level in eV: -2.747
HOMO level in Eh: -0.2750
Total charge: +1
Energy above the lowest of the compared OMol25 structures with the same formula, charge and spin in kcal per mole: 1112.0
Maximum force in eV Å⁻¹: 15.5

XYZ file:
```
131
Properties=species:S:1:pos:R:3:forces:R:3
Cl -1.4558 -0.2366 3.4552 -3.85 -1.62 3.76
Cl -1.1869 0.5880 -1.6693 -6.64 -1.29 -1.34
Cl 3.2303 2.4277 -0.6537 14.77 2.37 -4.17
O -0.5435 4.3038 -1.4576 0.42 1.40 -1.86
O 3.2736 -2.9481 2.5306 0.12 -2.61 0.12
O 3.0624 -0.8574 2.3454 -1.18 2.47 -0.87
O -1.5535 4.4694 0.5061 1.26 -0.37 -0.51
N 0.5855 -1.5734 -3.8706 -1.04 -3.43 -1.81
N -0.6972 -2.5751 -5.5154 3.56 1.77 5.01
N 1.3731 1.1302 1.9102 -0.83 -0.43 -1.39
N 0.8142 2.4848 -3.1175 -5.62 1.16 -4.50
N -1.0874 3.1999 -4.1883 -1.10 -1.32 2.45
N -2.5009 -6.0773 -0.1279 2.53 2.59 2.25
N 3.8454 1.9615 3.8807 8.37 3.23 5.59
N -1.7612 2.5370 3.5768 -1.91 0.11 -1.79
N 3.7635 3.1625 1.9908 3.64 3.19 0.67
N -1.2460 -4.6549 1.0962 -1.61 -2.13 -2.06
N -2.9279 1.7859 1.8786 0.70 0.54 1.53
N -0.0796 -0.0284 0.8144 -0.40 0.01 -1.94
C -1.2273 -0.8837 0.5827 -0.48 -2.03 -0.01
C -0.0371 3.5635 -4.9786 3.06 -1.29 0.27
C -4.0721 -0.5329 1.6525 -0.86 1.20 -0.56
C 0.4200 -2.7237 -4.6209 -1.56 1.48 -1.17
C -2.4261 -4.7906 1.7873 -0.39 -0.93 -2.56
C -2.9683 2.0404 3.2078 1.26 -0.16 0.01
C 2.6364 -1.9900 2.0874 1.93 -1.95 1.38
C -1.2944 -5.4750 0.0305 0.79 -0.01 -0.56
C 0.1048 2.7234 0.0560 -0.11 5.01 -0.95
C 0.4020 0.2445 1.9696 2.83 -0.03 3.78
C -3.8273 0.9642 1.0894 -1.60 -0.88 0.82
C -3.3533 2.3851 -5.2536 1.65 -0.51 -0.67
C 2.1901 1.6228 2.9407 -6.12 -4.53 -0.68
C 0.6314 0.7441 -0.0552 4.65 -1.07 2.87
C 4.6636 1.4306 2.9104 2.14 -1.52 -0.28
C -0.2042 -3.6637 1.2024 -2.99 -9.83 7.99
C -1.2160 -1.3309 -5.1532 -0.56 -1.15 -0.27
C -0.4958 -0.7936 -4.1229 0.50 0.83 -0.98
C 1.1173 3.0502 -4.3780 -0.77 0.53 0.60
C -0.9999 2.7415 2.4584 -0.77 -0.86 0.40
C -2.6359 -8.4363 -0.4980 0.49 -2.09 0.23
C -0.5688 2.6241 -3.0392 1.01 1.72 -1.62
C 1.4088 -2.4068 1.2793 4.49 4.69 -0.15
C 1.7023 -1.3950 -2.8719 -0.12 -0.26 -0.55
C 4.6455 2.8177 6.0572 -0.39 0.36 -1.04
C 1.7043 2.0746 -2.1064 -0.56 5.04 -3.92
C 3.8236 1.7092 5.3262 1.06 0.42 0.99
C -1.7252 2.2298 1.3859 -3.15 -0.09 2.72
C -2.8368 -7.1006 -1.0556 -0.46 0.71 -1.52
C 1.4187 -0.2117 -1.9377 1.71 -6.49 -2.54
C 4.4554 2.0231 1.6867 2.35 -0.40 2.09
C 3.5182 4.2823 1.1630 -1.16 0.56 0.02
C -1.4826 2.7858 4.9539 -0.73 0.33 1.21
C 3.2946 3.0185 3.2433 1.97 5.87 1.51
C -0.9174 -2.1408 -0.2800 -1.51 6.21 -7.15
C -3.1883 -5.6739 0.9634 -1.30 1.04 2.05
C -2.6017 3.4325 -4.4376 1.06 1.04 0.09
C -0.6999 3.9463 -0.2911 -2.21 1.37 0.56
C 1.6395 1.4645 0.6071 -3.79 -7.88 5.04
C -1.2463 -3.5179 -6.4463 -0.12 -0.02 -0.03
H -0.5320 1.8896 0.3517 3.45 1.47 -0.84
H 4.1548 0.6825 5.4818 0.45 0.12 -0.15
H -2.8747 2.3656 -6.2327 -0.32 -0.16 -0.31
H 4.6075 2.9488 7.1386 -0.06 -0.83 -0.01
H 0.6942 -4.0078 0.6899 -4.78 -5.25 -1.77
H -4.4303 2.5000 -5.3754 0.19 0.54 0.26
H 4.2177 3.7490 5.6862 -0.08 0.24 0.01
H 2.1352 -0.1692 -1.1174 0.43 -0.63 -0.46
H -3.2016 -1.1875 1.6957 -0.71 0.56 0.36
H 3.4694 5.1573 1.8111 0.08 0.24 -0.37
H 0.3584 0.8515 -1.0946 -0.62 -0.09 3.37
H 0.7285 2.9857 0.9106 -0.74 0.36 -0.39
H 1.2044 -3.4403 0.9995 7.29 5.30 3.51
H -3.5501 1.0507 0.0388 0.45 -0.34 0.15
H -0.3896 -2.7237 0.6828 -5.73 -1.61 11.58
H 3.1538 2.0006 2.5992 -6.46 -6.40 -4.80
H 2.6134 -1.2999 -3.4625 0.04 0.42 -0.14
H -1.0637 -4.5196 -6.0573 0.23 0.00 -0.50
H -4.6380 -0.4968 2.5833 0.86 0.33 0.60
H 1.6067 -1.9902 0.2917 -0.22 0.88 -0.25
H 2.4667 2.1129 0.3586 -3.19 -1.01 4.03
H -2.7850 -8.5289 0.5777 -0.38 0.15 -0.10
H -0.0507 -3.4826 2.2662 0.08 -1.26 0.09
H -0.6015 0.0785 -3.4948 -0.37 0.15 -0.68
H -3.2119 3.6220 -3.5545 1.03 -0.03 0.65
H 1.8039 -2.4034 -2.4707 -0.13 0.07 0.75
H -4.8602 -1.0518 1.1068 0.17 0.25 -1.07
H 5.3794 0.6536 3.1347 -0.65 -0.39 -0.03
H 4.2390 4.2973 0.3455 -0.06 0.57 0.45
H -1.6111 -8.7609 -0.6781 0.04 -0.10 0.06
H 1.6045 0.7348 -2.4453 -1.12 -4.39 -0.95
H 2.1600 3.0921 -4.6564 -0.18 0.22 -0.26
H -2.1660 -1.0961 -5.6102 0.18 0.60 0.19
H 1.6666 2.3209 3.5939 -1.16 -0.76 0.30
H -1.5755 2.1545 0.3190 -3.09 0.21 1.25
H -1.1925 2.3042 -2.2175 0.39 1.26 -1.11
H -3.6673 1.7924 3.9929 -0.28 -0.32 -0.64
H 0.5289 -1.9650 1.7469 1.28 0.44 -0.23
H -0.0266 3.1888 2.5970 -0.48 -0.05 -0.36
H -4.2009 -6.0479 0.9991 -0.05 0.29 0.69
H -1.7532 3.8230 5.1514 0.67 0.11 0.32
H -0.5265 2.4458 5.3518 0.34 0.40 -0.75
H -2.0138 -0.2785 0.1319 0.28 -0.75 0.21
H 2.5559 1.5677 -2.5601 0.15 0.91 -0.32
H 2.6069 0.7996 3.5210 -1.55 -0.44 -0.37
H -3.1805 1.3928 -4.8369 -0.07 -0.04 0.27
H -0.0847 -2.7198 0.1192 4.40 2.72 -13.28
H -0.4023 -5.7483 -0.5136 -0.18 0.25 -0.29
H 2.8124 1.6779 5.7319 -0.34 0.33 -0.51
H -2.3279 -3.3859 -6.4764 0.08 0.10 -0.11
H -0.8035 -3.2801 -7.4135 -0.16 -0.65 -0.11
H 0.7701 2.4054 -0.7467 -2.13 4.02 1.36
H -0.5627 -1.7044 -1.2137 -0.43 -0.33 -0.43
H -2.1611 2.1892 5.5638 -0.24 -0.09 -0.25
H 2.7750 3.8714 3.6544 0.02 -0.27 0.36
H -1.6268 -1.3013 1.5069 0.90 0.68 0.27
H -2.2145 -6.9751 -1.9416 0.13 0.18 0.05
H 1.1243 1.5267 -1.3637 2.69 1.66 -2.02
H 2.5644 3.9643 0.7418 -0.27 1.86 -0.36
H -2.4663 -4.1227 2.6351 -1.07 -0.41 0.23
H 2.2028 2.9258 -1.6427 -2.90 1.56 -2.73
H -2.4834 4.4034 -4.9186 -0.82 -0.06 -0.38
H 0.0103 4.0864 -5.9223 -0.74 -0.09 0.09
H 0.0889 -0.2598 2.8719 1.66 0.07 -0.61
H -3.2865 -9.1254 -1.0366 0.06 -0.23 0.26
H -1.7492 -2.8008 -0.5262 -0.06 0.12 0.49
H 4.8188 1.8194 0.6903 0.22 -0.14 0.70
H 5.6687 2.8546 5.6833 0.09 -0.33 0.27
H -4.7692 1.5118 1.1213 -0.38 -0.36 0.05
H 1.0077 -3.6145 -4.4549 0.03 0.07 -0.46
H 0.4269 -0.3191 -1.4985 1.60 -2.13 -1.82
H -3.8443 -6.9429 -1.4405 -0.18 0.16 0.42
```
Forces are in eV/Å.

2.
The following is a DFT calculation (ωB97M-V/def2-TZVPD) of 9 unconnected molecules or ions with the total composition C40H74BCl16F4O9P in a non-equilibrium geometry.

Summary:
DFT total energy in Eh: -10374.4844
LUMO level in eV: -0.363
HOMO level in Eh: -0.3359
Total charge: 0
Maximum force in eV Å⁻¹: 3.2

XYZ file:
```
145
Properties=species:S:1:pos:R:3:forces:R:3
Cl 1.0488 1.1515 7.8828 0.04 0.07 -0.03
Cl 6.2550 0.4703 4.4853 -0.05 0.00 0.03
Cl 0.6014 -5.4708 -4.5260 -0.01 0.04 -0.01
Cl -0.2929 2.3027 4.9707 0.03 0.23 0.42
Cl 0.4336 -4.5375 1.8655 0.01 0.05 0.13
Cl 7.5031 5.5374 -1.8952 0.02 0.00 0.02
Cl -2.6617 -2.2166 2.1088 0.00 0.01 0.01
Cl 7.8307 3.1529 0.5129 0.19 0.01 -0.43
Cl 5.4933 3.7917 4.5619 0.00 -0.01 0.05
Cl 9.4408 4.3665 4.4607 0.38 0.22 0.11
Cl -2.6263 -0.8158 9.9354 -0.01 0.00 -0.03
Cl 0.4000 -3.8155 -1.5536 0.23 -0.64 0.12
Cl 0.3258 -2.8109 4.8162 -0.01 0.00 -0.02
Cl -3.4873 -5.3980 2.9893 0.04 0.00 -0.02
Cl -2.3129 2.3236 11.2276 -0.02 0.00 0.00
Cl 11.0944 5.6346 7.1576 0.01 0.01 -0.02
P -0.0429 1.9487 -3.7076 0.08 -0.33 -2.09
F -1.6911 4.0625 -1.9772 0.21 0.02 -0.32
F 2.7182 -0.9482 1.4324 0.16 1.24 0.96
F 4.6716 0.9780 0.4218 0.55 -1.22 -0.31
F 3.6893 0.5278 -1.4865 -0.48 1.41 0.15
O -5.1048 -3.4617 -0.0166 -0.21 -0.29 -0.53
O -3.7375 0.1653 -3.4071 0.01 -0.31 0.11
O -5.1380 2.2531 -7.4552 -0.09 0.23 -0.18
O 1.5312 1.5757 -3.5840 -0.41 0.26 0.64
O -0.0834 3.5044 -4.1314 0.31 -0.05 1.27
O -2.9003 2.4088 1.0681 0.56 -0.30 -0.22
O -2.3478 1.6930 -2.6320 0.16 -0.67 0.02
O -1.1107 1.3633 2.2403 -0.24 -0.34 -0.28
O -0.5980 1.1997 -4.8343 -0.19 -0.45 0.15
C 1.2112 -5.3752 -1.8642 0.10 -0.10 0.20
C 1.6787 -4.4921 3.1414 0.12 -0.03 -0.12
C -1.1491 -0.0689 10.6000 0.12 -0.02 0.00
C -4.0993 -3.4256 -1.0139 0.75 0.66 0.50
C -3.4889 -2.1647 -5.4090 0.51 0.11 -0.56
C -0.6081 -1.2327 -3.3158 0.53 0.39 0.19
C 1.8293 -5.4310 -3.2371 0.08 -0.03 -0.02
C 2.4946 0.0298 0.5048 0.26 -0.21 -0.63
C 7.6576 3.7807 -2.1452 0.02 -0.01 -0.08
C 6.9845 2.9929 -1.0516 -0.07 -0.14 -0.09
C -1.4464 0.8571 11.7510 0.05 -0.03 0.08
C -1.8675 0.3151 -0.0172 0.53 1.54 1.14
C -3.7665 -1.9583 -1.4290 -0.28 -1.40 0.52
C -2.2489 -1.8750 -1.6325 -0.96 0.10 -0.49
C -5.4045 3.5538 -7.9343 0.32 0.01 0.06
C -0.8996 3.1088 -1.3669 0.32 0.46 1.06
C -5.3458 1.2732 -8.4537 -0.35 -0.90 0.30
C -1.0228 1.7578 -2.1003 -0.75 1.11 -0.29
C 1.0927 -4.3984 4.5256 0.07 -0.10 0.05
C 1.1886 1.3259 5.1578 0.15 -0.11 -0.20
C -5.7695 -0.0378 -7.7719 0.38 0.27 0.02
C -1.0777 -1.9112 -4.6119 -0.06 -0.21 -0.02
C 6.1850 1.5907 3.0951 -0.07 0.03 -0.06
C -0.9801 0.4615 -1.2811 1.08 -2.97 -0.07
C -2.1829 -1.3328 -5.5053 -0.70 -0.52 -0.21
C 8.7230 4.9052 6.0053 -0.13 0.02 0.09
C 1.0813 0.3430 6.2933 -0.01 -0.12 -0.04
C -2.6920 0.3553 -2.8774 -0.04 0.51 -0.34
C 0.5313 3.6454 -1.2021 -0.21 0.32 0.27
C 1.0829 0.4805 0.3569 -0.63 -1.53 -0.65
C -3.1248 -4.0415 4.0883 -0.03 -0.05 0.09
C 3.5735 0.5000 -0.1570 -0.28 -0.27 0.48
C -1.6332 -0.6129 -2.3047 0.01 0.51 -0.32
C -3.5972 -2.7211 3.5383 -0.13 0.05 0.07
C -6.3991 -3.7984 -0.4809 -0.22 -0.07 0.39
C -4.5631 -0.9397 -7.3951 -0.92 0.22 -0.04
C 0.3961 -0.1371 -0.9062 0.48 1.25 0.58
C -4.7180 -1.4501 -5.9588 -0.11 -0.40 -0.16
C 9.4627 6.0783 6.5933 -0.03 0.07 0.03
C 6.6434 2.9776 3.4560 0.11 -0.10 0.14
B -1.9278 1.4025 1.1405 -0.48 0.55 -0.29
H 0.4780 -6.1653 -1.7228 -0.06 0.05 -0.05
H 1.8829 -4.5063 5.2665 0.02 0.04 -0.02
H 9.5660 6.8846 5.8715 0.05 -0.04 -0.03
H 6.7074 3.5893 2.5603 -0.17 -0.02 0.22
H -1.3604 -2.9442 -4.3728 -0.07 0.04 0.03
H 2.2561 -5.4108 3.0487 -0.03 -0.02 0.08
H -4.4138 1.0731 -8.9968 -0.04 0.32 -0.21
H 0.3479 -5.1720 4.6987 -0.07 0.07 -0.04
H 2.0221 2.0104 5.2952 -0.05 0.05 0.06
H 6.9858 1.9339 -1.3051 0.05 0.01 0.00
H 8.7163 4.0562 6.6843 0.08 -0.02 -0.03
H 0.2583 -1.1909 -0.6743 0.01 -0.07 -0.14
H -6.7368 -4.7011 0.0383 0.01 -0.02 -0.08
H 2.4208 -6.3403 -3.3324 -0.03 -0.02 0.03
H 1.8812 1.6159 -2.6868 0.19 0.09 -0.04
H -6.4806 3.7202 -8.0559 0.01 -0.03 -0.11
H 1.9857 -5.4850 -1.1060 0.02 0.04 -0.02
H -2.0479 -2.7469 -2.2573 0.21 0.23 -0.34
H 0.1844 -0.2656 6.2106 -0.02 0.07 0.04
H 8.7161 3.5425 -2.2128 0.01 0.04 0.06
H 1.3333 0.7874 4.2214 -0.07 -0.04 0.01
H -2.0481 0.3662 12.5120 -0.06 0.01 -0.04
H -3.6368 -2.5606 -4.4012 -0.16 0.25 0.09
H 0.2034 -0.5578 -3.5716 -0.30 0.25 -0.08
H 7.6930 5.1858 5.7947 0.01 0.03 -0.04
H -1.8598 -1.4533 -6.5419 0.17 0.23 0.03
H -5.5484 -2.1677 -5.9473 -0.08 0.11 0.02
H -3.6337 -4.2476 5.0291 -0.05 0.02 -0.03
H -0.1821 -2.0324 -5.2263 0.11 0.10 0.15
H -1.7215 -2.1358 -0.7133 -0.09 0.27 0.15
H -6.1258 1.5796 -9.1593 0.07 0.21 0.01
H -0.5126 1.1846 12.2054 0.02 0.00 -0.05
H 1.1220 -0.0725 -1.7137 -0.22 -0.12 -0.24
H -4.8896 3.7273 -8.8862 -0.10 0.07 -0.04
H -3.1966 -3.8528 -0.5612 -0.11 -0.11 0.08
H -2.4156 -0.2791 -5.3903 0.34 0.03 0.26
H -3.4745 -1.9425 4.2902 0.08 -0.03 0.01
H 2.3357 -3.6495 2.9370 -0.06 0.04 -0.02
H 2.4770 -4.5761 -3.4166 -0.06 0.04 -0.01
H -5.0197 4.2741 -7.2134 -0.02 -0.09 0.08
H -2.0543 -4.0323 4.2669 0.03 0.01 -0.08
H -5.0365 -0.6098 -5.3410 0.29 -0.01 0.17
H -3.3169 -3.0409 -6.0494 -0.10 -0.16 0.19
H -6.4834 -0.5771 -8.3980 0.11 -0.02 -0.10
H 0.8019 4.3341 -1.9987 0.06 -0.31 -0.21
H -6.3192 0.2469 -6.8725 0.00 0.01 0.02
H 5.1653 1.5935 2.7212 -0.03 -0.02 0.09
H -0.0831 -2.0116 -2.7398 -0.43 0.52 -0.36
H -0.6455 0.4504 9.7890 -0.11 0.00 0.02
H -6.4386 -3.9842 -1.5559 0.11 0.06 -0.02
H -4.3392 -4.0433 -1.8844 -0.19 0.00 0.04
H 7.6259 2.9700 3.9343 -0.46 -0.12 -0.09
H 0.9823 1.5593 0.4380 0.19 0.01 -0.11
H 0.5562 3.6401 -4.8412 -0.07 0.02 -0.15
H -2.4982 3.2364 1.3538 -0.49 0.12 0.40
H 7.1886 3.5515 -3.1007 -0.05 -0.01 0.03
H -2.9246 0.1659 -0.2301 0.09 -0.18 -0.28
H 6.8333 1.1808 2.3248 0.05 0.02 0.03
H 5.9548 3.3107 -0.9076 0.03 0.07 0.05
H -4.5644 -1.7568 -8.1225 0.37 -0.16 0.18
H -1.4492 -0.5332 0.5252 -0.39 -0.27 -0.33
H -4.1651 -1.3655 -0.6068 0.10 0.29 -0.15
H -0.5091 -0.8818 10.9401 -0.03 0.00 0.04
H 0.5677 0.0607 1.2241 0.09 0.17 0.09
H -7.1070 -3.0014 -0.2374 0.07 0.07 -0.08
H -1.5122 1.8072 2.9998 0.35 0.08 -0.05
H 0.5840 4.2234 -0.2777 -0.04 -0.02 0.01
H -4.6450 -2.7607 3.2500 0.03 -0.05 -0.11
H 1.2574 2.8413 -1.0790 0.07 0.04 -0.24
H 1.9472 -0.3166 6.2880 0.02 0.05 -0.02
H -1.2971 3.0956 -0.3552 -0.19 -0.77 -0.19
H 8.9183 6.4542 7.4578 -0.01 -0.05 0.01
H -4.3275 -1.7752 -2.3405 0.17 0.51 0.00
H -3.6409 -0.3742 -7.5283 0.03 0.01 0.13
```
Forces are in eV/Å.